Below is a structure of composition C29H63N8O13Tl in a non-equilibrium geometry, with properties calculated with ωB97M-V/def2-TZVPD.

Each line ends with the Löwdin charge.
Element x y z (Å)
Tl 4.326 18.713 22.588  1.06
C 4.317 15.691 26.513  0.04
C 4.372 16.561 25.296  -0.67
O 5.475 17.004 24.890  0.01
O 3.338 16.804 24.607  -0.10
H 5.157 15.965 27.148  0.08
H 4.385 14.645 26.216  0.08
H 3.376 15.859 27.037  0.07
C 1.551 15.306 31.069  -0.08
C 1.658 14.894 29.605  -0.10
O 3.036 14.511 29.490  0.01
C 3.510 14.204 30.720  -0.58
O 4.536 13.633 30.904  0.15
O 2.687 14.661 31.675  0.09
H 0.613 14.930 31.478  0.14
H 1.583 16.370 31.276  0.11
H 1.455 15.727 28.940  0.09
H 1.021 14.041 29.374  0.12
C 2.361 19.950 31.619  0.01
C 2.700 18.967 30.524  -0.55
O 1.821 18.317 29.968  0.02
N 4.022 18.786 30.282  0.02
C 4.521 17.856 29.290  -0.06
H 1.696 19.465 32.332  0.09
H 1.850 20.818 31.205  0.09
H 3.232 20.269 32.193  0.08
H 4.698 19.191 30.905  0.14
H 5.435 18.264 28.856  0.08
H 3.750 17.710 28.543  0.06
H 4.760 16.884 29.732  0.09
C 8.969 20.452 22.562  0.02
C 7.890 20.113 23.571  -0.52
O 6.732 19.906 23.214  -0.13
N 8.325 19.910 24.833  0.04
C 7.467 19.415 25.879  -0.06
H 9.323 19.487 22.189  0.10
H 9.814 20.980 22.993  0.09
H 8.507 20.987 21.740  0.09
H 9.324 19.932 24.947  0.14
H 6.438 19.402 25.532  0.05
H 7.524 20.078 26.744  0.09
H 7.735 18.397 26.167  0.06
C 6.479 12.490 28.193  0.02
C 7.129 13.387 27.187  -0.50
O 7.148 13.157 25.985  0.08
N 7.604 14.575 27.672  0.07
C 8.113 15.613 26.831  -0.05
H 5.926 11.734 27.642  0.07
H 5.792 13.045 28.837  0.07
H 7.169 11.953 28.844  0.11
H 7.445 14.744 28.655  0.15
H 8.721 15.187 26.036  0.11
H 8.693 16.323 27.414  0.10
H 7.266 16.141 26.343  0.07
C 2.913 13.763 23.525  0.00
C 2.312 12.983 22.372  -0.53
O 1.704 11.953 22.580  0.11
N 2.463 13.499 21.120  0.04
C 1.899 12.825 19.963  -0.03
H 2.126 13.905 24.266  0.07
H 3.226 14.760 23.201  0.06
H 3.742 13.247 24.003  0.08
H 2.860 14.413 21.002  0.12
H 0.956 12.354 20.228  0.10
H 2.612 12.082 19.605  0.10
H 1.714 13.545 19.169  0.10
C 0.392 15.910 26.577  0.02
C -0.283 16.144 25.244  -0.47
O -1.488 16.269 25.140  0.14
N 0.515 16.068 24.130  0.08
C 0.039 16.135 22.779  -0.01
H 1.171 16.646 26.781  0.06
H 0.885 14.934 26.557  0.09
H -0.390 15.918 27.328  0.10
H 1.528 16.046 24.211  0.08
H 0.349 15.212 22.265  0.10
H 0.425 17.018 22.267  0.11
H -1.047 16.133 22.776  0.10
C 6.048 13.189 19.317  0.02
C 6.433 13.161 20.775  -0.51
O 7.268 12.428 21.238  0.14
N 5.780 14.074 21.589  0.06
C 6.268 14.313 22.939  -0.04
H 4.962 13.249 19.195  0.07
H 6.403 12.291 18.824  0.10
H 6.458 14.076 18.831  0.10
H 5.198 14.770 21.156  0.12
H 5.829 15.201 23.377  0.07
H 7.353 14.469 22.935  0.11
H 6.108 13.354 23.446  0.10
C 3.044 12.186 26.919  0.01
C 2.301 11.318 27.923  -0.51
O 1.216 11.679 28.357  0.08
N 2.887 10.141 28.230  0.04
C 2.328 9.209 29.190  -0.04
H 3.696 11.579 26.287  0.09
H 3.649 12.916 27.451  0.05
H 2.290 12.648 26.286  0.07
H 3.764 9.904 27.800  0.14
H 2.897 9.170 30.117  0.09
H 2.263 8.222 28.726  0.10
H 1.293 9.444 29.427  0.09
C 2.390 19.552 26.567  0.03
C 3.642 20.240 26.094  -0.52
O 4.137 20.017 24.990  -0.12
N 4.119 21.190 26.912  0.04
C 5.159 22.130 26.521  -0.04
H 2.324 19.540 27.656  0.07
H 2.354 18.510 26.259  0.05
H 1.542 20.092 26.147  0.11
H 3.674 21.294 27.808  0.14
H 5.676 21.773 25.641  0.07
H 5.852 22.293 27.346  0.09
H 4.688 23.100 26.342  0.10

Its molar mass is 936.2 Da. Its spin multiplicity is 1. The HOMO energy comes out at -0.50352 Ha. Its charge is +2. For the LUMO energy, the calculation gives -0.4308 Eh. The value obtained for the frontier orbital gap is 0.0727 Eh.